# 1
Formula: CH17MnO15P
Source: OMol25
Level of theory: ωB97M-V/def2-TZVPD

Structure (ORCA input):
```
! wB97M-V def2-TZVPD RIJCOSX def2/J DEFGRID3
* xyz -2 6
O -2.577 -0.991 -0.734
H -3.316 -0.336 -1.209
H -1.986 -0.524 -0.022
H -2.873 -1.864 -0.466
Mn -1.177 2.381 0.254
C 0.179 0.150 0.400
O -1.064 0.284 0.800
O 0.775 -0.962 0.460
O 0.689 1.260 -0.017
P -3.379 2.219 -1.283
O -3.168 2.322 0.300
O -4.243 3.379 -1.676
O -3.891 0.806 -1.613
O -1.834 2.314 -1.673
O 1.546 2.095 -2.564
H 1.237 1.820 -1.682
H 0.845 1.784 -3.146
O 3.466 0.826 -0.932
H 3.224 1.572 -1.500
H 2.618 0.607 -0.511
O 0.802 -1.707 -2.467
H 1.676 -1.352 -2.661
H 0.734 -1.616 -1.505
O 2.670 -2.979 1.257
H 2.058 -2.268 0.993
H 2.126 -3.584 1.768
O -0.538 -3.428 1.447
H -0.198 -2.545 1.210
H 0.092 -4.032 1.046
O 2.785 1.923 1.867
H 1.949 1.810 1.380
H 2.878 2.874 1.965
O -0.470 -0.536 3.744
H -0.447 -0.577 2.776
H -1.187 -1.124 3.995
*
```

HOMO (spin up / spin down) in Eh: -0.056 / -0.072
Energy above the lowest of the compared OMol25 structures with the same formula, charge and spin in kJ/mol: 0.0
<S²>: 8.760
Orbital gap (spin up / spin down) in eV: 6.21 / 6.43

=====

# 2
Formula: CH17O11
Source: OMol25
Level of theory: ωB97M-V/def2-TZVPD

Structure (ORCA input):
```
! wB97M-V def2-TZVPD RIJCOSX def2/J DEFGRID3
* xyz -1 1
C -0.923 -0.659 -0.387
O -0.843 -1.730 -1.023
O -1.977 -0.591 0.442
O -0.092 0.260 -0.465
H -2.624 -1.202 0.057
O 0.245 1.469 -2.709
H 0.213 0.936 -1.884
H 1.114 1.802 -2.715
O 1.410 -0.976 1.566
H 1.501 -0.399 0.815
H 1.158 -0.380 2.276
O 1.823 2.022 0.104
H 1.107 2.494 0.498
H 1.219 1.263 -0.041
O -0.716 3.237 -0.625
H -0.737 2.393 -1.068
H -0.054 3.713 -1.118
O 0.814 -3.283 0.511
H 0.925 -2.376 0.864
H 0.228 -3.046 -0.221
O 1.185 -1.630 -2.646
H 0.333 -1.798 -2.149
H 1.822 -1.465 -1.933
O -1.414 1.982 1.601
H -1.519 1.204 1.133
H -1.048 2.598 0.963
O -1.390 -2.124 2.847
H -1.288 -1.345 2.265
H -0.478 -2.383 3.033
*
```

HOMO in Eh: -0.255
Energy above the lowest of the compared OMol25 structures with the same formula, charge and spin in kJ/mol: 0.0
Orbital gap in eV: 9.98

=====

# 3
Formula: CH18Na4O16S
Source: OMol25
Level of theory: ωB97M-V/def2-TZVPD

Structure (ORCA input):
```
! wB97M-V def2-TZVPD RIJCOSX def2/J DEFGRID3
* xyz 0 1
Na 0.157 2.517 -2.385
Na -2.716 -0.287 0.739
Na 3.170 1.672 -1.181
Na -0.643 -1.403 -2.124
C 0.424 0.328 0.179
O 0.679 0.605 -1.046
O 0.036 -0.878 0.484
O 0.470 1.209 1.120
S -2.418 0.921 -2.691
O -1.143 0.563 -3.378
O -2.606 -0.009 -1.536
O -2.192 2.316 -2.204
O -3.568 0.824 -3.562
O 2.028 1.357 3.497
H 2.424 0.503 3.305
H 1.446 1.520 2.737
O 1.619 3.278 -0.293
H 0.961 2.772 0.263
H 1.606 4.187 0.025
O 1.400 -1.246 -3.634
H 1.283 -0.305 -3.461
H 1.393 -1.327 -4.593
O -2.768 2.504 0.492
H -2.587 2.383 -0.474
H -1.904 2.481 0.917
O 0.629 -3.305 -0.551
H -0.222 -3.699 -0.769
H 0.434 -2.414 -0.172
O 0.832 -2.601 2.486
H 1.696 -2.934 2.234
H 0.605 -1.906 1.836
O -1.596 0.469 2.851
H -1.015 0.824 2.151
H -1.024 -0.171 3.286
O 3.103 -1.027 -0.861
H 3.082 -1.625 -0.108
H 2.166 -0.846 -1.051
O -2.049 -2.289 2.268
H -1.979 -2.283 3.226
H -1.213 -2.680 1.979
*
```

HOMO in Eh: -0.311
Orbital gap in eV: 6.59

=====

# 4
Formula: CH18O7
Source: OMol25
Level of theory: ωB97M-V/def2-TZVPD

Structure (ORCA input):
```
! wB97M-V def2-TZVPD RIJCOSX def2/J DEFGRID3
* xyz 0 1
C 3.097 -1.575 -1.360
H 3.853 -1.696 -2.134
H 2.147 -1.588 -1.876
H 3.306 -0.672 -0.794
H 3.160 -2.258 -0.510
H 0.538 0.163 -0.459
H 1.649 1.143 -0.363
O 1.277 0.400 0.123
H -1.272 -2.149 3.401
H 0.179 -1.560 3.690
O -0.457 -1.816 3.020
H 2.210 1.905 -2.609
H 2.646 2.653 -1.332
O 2.972 2.100 -2.052
H -1.029 -3.698 0.579
H -0.913 -2.257 1.165
O -1.357 -2.799 0.485
H -1.253 3.968 1.283
H -0.449 3.105 0.393
O -1.370 3.263 0.634
H -2.981 1.465 1.222
H -3.666 0.661 0.091
O -3.451 0.647 1.026
H -0.411 -0.920 -2.482
H -1.443 -0.537 -1.305
O -0.808 -0.222 -1.959
*
```

HOMO in Eh: -0.398
SMILES string: C.O.O.O.O.O.O.O
Energy above the lowest of the compared OMol25 structures with the same formula, charge and spin in kJ/mol: 164.8
Orbital gap in eV: 11.01

=====

# 5
Formula: CH19O9Pd
Source: OMol25
Level of theory: ωB97M-V/def2-TZVPD

Structure (ORCA input):
```
! wB97M-V def2-TZVPD RIJCOSX def2/J DEFGRID3
* xyz 1 3
Pd 0.748 -2.220 2.539
C -0.442 -0.043 -0.075
O -0.303 -0.639 1.239
H 0.261 -0.504 -0.769
H -1.367 -0.294 -0.594
H -0.306 1.033 -0.187
O 2.405 3.109 0.680
H 2.481 2.202 0.382
H 1.469 3.300 0.631
O -1.804 -3.319 -0.507
H -1.365 -3.941 -1.087
H -1.155 -2.632 -0.355
O 3.508 0.511 -1.321
H 4.425 0.239 -1.310
H 3.032 -0.261 -1.629
O -0.343 3.965 0.768
H -0.486 3.857 -0.172
H -1.112 3.567 1.176
O -2.920 -0.731 2.383
H -3.038 0.219 2.356
H -2.017 -0.868 2.097
O 1.639 2.862 -2.140
H 2.056 2.033 -2.378
H 0.720 2.745 -2.379
O -4.287 -1.655 -0.588
H -3.373 -1.921 -0.690
H -4.511 -1.908 0.308
O 1.908 -2.833 0.905
H 2.367 -2.234 0.317
H 1.809 -3.639 0.398
*
```

HOMO (spin up / spin down) in Eh: -0.470 / -0.469
Energy above the lowest of the compared OMol25 structures with the same formula, charge and spin in kJ/mol: 135.3
<S²>: 2.007
Orbital gap (spin up / spin down) in eV: 7.42 / 5.14

=====

# 6
Formula: CH20B4CrO
Source: OMol25
Level of theory: ωB97M-V/def2-TZVPD

Structure (ORCA input):
```
! wB97M-V def2-TZVPD RIJCOSX def2/J DEFGRID3
* xyz -1 4
Cr -11.677 16.966 8.370
B -9.549 16.368 7.670
H -9.626 16.976 8.690
H -8.497 16.614 7.145
H -9.732 15.200 7.841
H -10.446 16.697 6.956
B -13.416 16.431 7.086
H -14.065 16.422 8.086
H -12.508 15.669 7.066
H -14.060 16.195 6.103
H -12.841 17.447 6.858
B -12.553 17.927 10.117
H -11.372 17.956 9.983
H -12.871 16.831 10.455
H -12.999 18.758 10.853
H -13.003 18.109 9.038
B -11.625 14.866 9.734
H -10.892 13.967 9.414
H -12.592 14.981 9.023
H -12.059 14.640 10.840
H -10.990 15.885 9.802
C -10.285 19.858 8.196
O -11.235 19.002 7.548
H -10.791 20.788 8.480
H -9.979 19.411 9.134
H -9.465 20.084 7.517
H -11.805 19.543 6.996
*
```

HOMO (spin up / spin down) in Eh: -0.205 / -0.207
Energy above the lowest of the compared OMol25 structures with the same formula, charge and spin in kJ/mol: 0.0
<S²>: 3.795
Orbital gap (spin up / spin down) in eV: 7.76 / 8.30

=====

# 7
Formula: CH20O9
Source: OMol25
Level of theory: ωB97M-V/def2-TZVPD

Structure (ORCA input):
```
! wB97M-V def2-TZVPD RIJCOSX def2/J DEFGRID3
* xyz 0 1
O 3.195 0.740 2.243
H 2.414 0.617 1.583
H 2.949 0.748 3.183
H 3.815 0.001 2.109
C 0.946 -0.662 -0.118
O 0.937 0.310 0.903
H 1.618 -0.375 -0.938
H 1.181 -1.668 0.238
H -0.050 -0.708 -0.572
O -1.160 -0.750 3.140
H -1.321 -0.373 2.261
H -0.207 -0.704 3.243
O -3.380 -1.752 -1.790
H -2.554 -1.256 -1.885
H -3.884 -1.261 -1.133
O -1.162 -0.384 -2.954
H -1.148 0.564 -2.783
H -0.300 -0.700 -2.657
O -0.072 2.940 1.769
H 0.347 2.142 1.406
H 0.585 3.319 2.359
O 1.850 2.653 -1.918
H 1.370 2.154 -2.585
H 1.857 2.077 -1.143
O -0.634 -3.186 -1.931
H -1.521 -3.234 -1.551
H -0.745 -3.487 -2.838
O -2.034 0.709 0.772
H -1.507 1.212 1.405
H -1.385 0.316 0.180
*
```

HOMO in Eh: -0.339
Energy above the lowest of the compared OMol25 structures with the same formula, charge and spin in kJ/mol: 320.3
Orbital gap in eV: 7.85

=====

# 8
Formula: CH22MnO12
Source: OMol25
Level of theory: ωB97M-V/def2-TZVPD

Structure (ORCA input):
```
! wB97M-V def2-TZVPD RIJCOSX def2/J DEFGRID3
* xyz 5 7
O -39.796 -6.153 -12.798
H -39.232 -6.927 -12.863
H -40.397 -6.126 -13.546
H -39.257 -5.359 -12.844
O -37.836 -7.451 -16.156
H -38.704 -7.832 -16.004
H -37.578 -6.842 -15.461
H -37.868 -6.932 -16.963
O -35.706 -12.300 -13.919
H -36.053 -11.408 -13.995
H -35.045 -12.528 -14.576
H -36.454 -12.886 -14.059
O -36.102 -6.960 -12.600
H -36.674 -6.875 -11.833
H -36.476 -6.442 -13.317
H -36.135 -7.867 -12.911
Mn -40.006 -9.957 -14.527
C -37.749 -9.604 -13.499
O -38.676 -8.947 -13.044
O -37.952 -10.262 -14.551
O -36.546 -9.468 -13.183
O -33.830 -9.717 -12.894
H -33.682 -9.747 -13.839
H -34.762 -9.519 -12.803
O -40.160 -10.028 -10.397
H -39.472 -9.459 -10.743
H -40.288 -9.730 -9.497
O -40.630 -11.229 -12.996
H -40.795 -12.170 -12.952
H -40.362 -10.990 -12.108
O -36.947 -10.167 -10.436
H -36.774 -9.891 -11.336
H -37.123 -9.353 -9.965
O -35.742 -10.949 -16.360
H -35.830 -11.607 -17.050
H -36.571 -10.470 -16.378
*
```

HOMO (spin up / spin down) in Eh: -0.970 / -0.937
<S²>: 12.011
Orbital gap (spin up / spin down) in eV: 7.07 / 3.24

=====

# 9
Formula: CH23O14
Source: OMol25
Level of theory: ωB97M-V/def2-TZVPD

Structure (ORCA input):
```
! wB97M-V def2-TZVPD RIJCOSX def2/J DEFGRID3
* xyz -1 1
O -4.737 -4.974 11.873
C -5.669 -4.042 11.950
O -5.537 -3.000 11.182
O -6.563 -4.373 12.709
H -4.001 -4.503 11.423
O -7.803 -4.819 7.732
H -8.398 -5.486 8.156
H -7.888 -4.063 8.290
O -1.560 -4.059 11.074
H -1.751 -4.708 10.386
H -2.132 -3.255 10.970
O -8.687 -2.719 9.739
H -7.717 -2.648 9.674
H -8.917 -2.985 10.628
O -8.948 -3.005 12.852
H -8.000 -3.243 12.943
H -8.953 -2.087 13.150
O -8.784 -7.315 9.615
H -8.037 -7.711 9.141
H -8.469 -7.213 10.490
O -7.265 -7.087 12.322
H -6.969 -6.169 12.451
H -7.637 -7.359 13.158
O -3.319 -1.531 11.447
H -4.196 -1.966 11.362
H -3.548 -0.648 11.774
O -6.288 -6.946 8.091
H -6.588 -6.055 8.370
H -6.094 -7.399 8.933
O -5.976 -0.051 11.600
H -6.447 0.081 10.749
H -6.023 -1.035 11.679
O -5.280 -7.721 10.410
H -5.003 -6.841 10.770
H -5.983 -7.844 11.067
O -3.355 -5.675 9.061
H -4.070 -5.049 9.210
H -3.820 -6.482 8.690
*
```

HOMO in Eh: -0.273
Energy above the lowest of the compared OMol25 structures with the same formula, charge and spin in kJ/mol: 40.1
Orbital gap in eV: 10.21

=====

# 10
Formula: CH24O15
Source: OMol25
Level of theory: ωB97M-V/def2-TZVPD

Structure (ORCA input):
```
! wB97M-V def2-TZVPD RIJCOSX def2/J DEFGRID3
* xyz -2 1
C -0.297 0.479 0.663
O -0.804 1.301 1.495
O 0.725 -0.288 1.065
O -0.871 0.287 -0.493
O 2.530 -0.400 -3.429
H 1.856 -0.994 -3.196
H 2.592 0.302 -2.755
O -1.602 -3.819 -0.857
H -2.190 -3.210 -0.414
H -0.896 -3.271 -1.295
O -2.158 0.174 -3.165
H -1.611 -0.619 -3.163
H -2.023 0.523 -2.275
O -0.540 3.874 1.335
H -0.806 2.993 1.422
H 0.231 3.743 0.744
O 2.560 0.577 -0.417
H 3.152 -0.149 -0.436
H 1.781 0.241 0.014
O 0.921 2.628 -1.488
H 0.064 2.622 -1.862
H 1.024 1.707 -1.156
O -1.200 -0.052 4.090
H -0.931 0.465 3.303
H -0.621 -0.867 3.877
O 1.989 -0.905 3.169
H 1.697 -0.388 2.358
H 1.840 -0.307 3.951
O 0.243 -1.636 -1.818
H 0.853 -2.107 -1.210
H -0.082 -0.888 -1.274
O -2.858 -1.522 0.436
H -2.858 -1.594 1.427
H -2.357 -0.709 0.183
O 2.682 -2.226 0.636
H 2.006 -1.477 0.583
H 2.408 -2.648 1.474
O -2.440 2.802 -0.754
H -1.961 1.975 -0.683
H -2.049 3.378 -0.086
*
```

HOMO in Eh: -0.119
Energy above the lowest of the compared OMol25 structures with the same formula, charge and spin in kJ/mol: 0.0
Orbital gap in eV: 8.53

=====

# 11
Formula: CH25O18P
Source: OMol25
Level of theory: ωB97M-V/def2-TZVPD

Structure (ORCA input):
```
! wB97M-V def2-TZVPD RIJCOSX def2/J DEFGRID3
* xyz -2 1
O 7.200 18.315 -15.967
H 6.731 18.493 -16.842
H 7.199 19.167 -15.512
H 8.140 17.927 -16.137
O 9.063 16.930 -18.869
H 9.073 16.758 -17.875
H 9.717 17.667 -18.996
H 8.131 17.072 -19.187
O 8.277 20.671 -18.731
H 8.255 21.293 -17.986
H 9.148 20.175 -18.580
H 7.506 20.058 -18.534
C 5.822 18.440 -19.000
O 4.755 18.748 -19.603
O 6.275 19.095 -17.979
O 6.545 17.425 -19.341
P 10.438 18.535 -16.508
O 9.458 17.292 -16.395
O 11.871 17.912 -16.445
O 10.131 19.475 -15.340
O 10.186 19.153 -17.899
O 8.747 15.391 -14.769
H 8.355 14.772 -15.388
H 9.186 16.065 -15.347
O 7.374 14.978 -17.423
H 7.098 15.554 -18.150
H 6.682 14.314 -17.369
O 12.779 18.520 -19.169
H 11.958 18.796 -19.576
H 12.512 18.223 -18.276
O 8.659 15.328 -22.228
H 7.858 15.248 -21.678
H 8.460 14.834 -23.025
O 7.692 19.399 -21.849
H 7.166 18.623 -21.618
H 8.610 19.138 -21.662
O 6.261 15.331 -20.876
H 6.124 16.124 -20.285
H 5.376 15.032 -21.094
O 9.997 17.848 -21.797
H 10.079 18.313 -22.635
H 9.554 17.019 -22.024
O 11.828 15.041 -16.966
H 11.799 14.682 -16.077
H 11.382 15.905 -16.887
*
```

HOMO in Eh: -0.060
Orbital gap in eV: 6.02

=====

# 12
Formula: CH26AgO16
Source: OMol25
Level of theory: ωB97M-V/def2-TZVPD

Structure (ORCA input):
```
! wB97M-V def2-TZVPD RIJCOSX def2/J DEFGRID3
* xyz 0 2
Ag -0.906 1.435 0.852
C 0.214 0.062 -0.184
O 0.708 1.211 0.285
O 0.853 -1.047 0.071
O -1.101 0.101 -0.140
O -1.422 2.476 -1.018
H -1.490 3.425 -1.127
H -1.012 2.204 -1.817
O 3.111 -0.968 1.228
H 3.674 -0.810 0.486
H 2.244 -1.260 0.921
O 0.090 -2.194 2.131
H 0.501 -1.631 1.443
H 0.780 -2.210 2.807
O -0.907 0.629 2.515
H -1.449 -0.123 2.748
H -0.250 0.697 3.219
O -1.804 -2.755 -0.209
H -1.200 -3.373 0.235
H -1.364 -1.886 -0.330
O -3.028 1.657 1.016
H -3.528 0.916 1.307
H -3.576 2.241 0.529
O -0.715 -1.922 -2.671
H -0.999 -2.432 -3.395
H -0.680 -2.455 -1.907
O -0.493 3.119 1.648
H 0.313 3.447 1.258
H -1.069 3.829 2.013
O 2.771 1.736 -1.396
H 2.318 2.397 -1.839
H 2.057 1.490 -0.787
O -3.273 0.043 -1.735
H -2.912 -0.440 -2.517
H -2.530 0.195 -1.165
O 1.312 -3.414 -0.989
H 1.755 -4.105 -0.491
H 1.125 -2.645 -0.385
O 1.600 -0.645 -2.867
H 0.689 -1.015 -2.992
H 1.515 -0.479 -1.901
O 2.991 1.708 1.861
H 2.886 0.768 1.678
H 2.180 2.030 1.631
*
```

HOMO (spin up / spin down) in Eh: -0.282 / -0.323
<S²>: 0.753
Orbital gap (spin up / spin down) in eV: 6.73 / 7.80